[1]
Computed, not measured: a cluster of 2 separate species, C14H21N3O6 in total at a distorted geometry, with ωB97M-V with the def2-TZVPD basis set.

```
44
Properties=species:S:1:pos:R:3:lowdin_charge:R:1
C 0.239 2.428 -3.055 -0.02
C 0.057 0.995 -2.597 -0.13
C -1.103 0.578 -1.949 -0.36
O -2.126 1.395 -1.661 0.08
N -1.316 -0.651 -1.508 0.15
C -0.360 -1.571 -1.698 -0.23
C -0.643 -2.922 -1.122 -0.03
C 0.100 -3.049 0.191 -0.49
O 0.652 -4.107 0.435 0.10
O 0.100 -1.986 1.030 0.10
C 0.851 -1.270 -2.355 -0.12
C 1.930 -2.324 -2.545 -0.01
C 1.049 0.040 -2.800 -0.21
O 2.206 0.409 -3.422 0.08
H 0.535 2.455 -4.108 0.09
H -0.686 3.004 -2.954 0.09
H 1.012 2.919 -2.456 0.09
H -2.773 0.805 -1.245 0.11
H -1.713 -3.029 -0.933 0.13
H -0.345 -3.714 -1.811 0.13
H 0.677 -2.200 1.785 0.13
H 1.517 -3.214 -3.028 0.09
H 2.352 -2.610 -1.577 0.09
H 2.750 -1.965 -3.174 0.08
H 2.175 1.357 -3.619 0.09
C -3.402 -0.394 1.777 -0.05
N -2.070 0.075 1.404 0.02
C -1.481 1.160 1.916 -0.49
O -2.023 1.873 2.759 0.04
C -0.103 1.535 1.363 -0.07
N 0.825 1.955 2.412 0.08
C 1.523 1.090 3.148 -0.55
C 2.334 1.675 4.280 0.00
O 1.534 -0.120 2.943 0.04
H -3.449 -0.545 2.858 0.09
H -3.623 -1.336 1.273 0.08
H -4.147 0.352 1.497 0.08
H -1.537 -0.476 0.740 0.08
H 0.313 0.682 0.826 0.11
H -0.238 2.346 0.648 0.13
H 0.827 2.924 2.683 0.14
H 3.065 2.372 3.878 0.08
H 2.846 0.869 4.803 0.08
H 1.667 2.190 4.968 0.08
```

Properties
Kohn-Sham gap   9.256 eV
Relative energy (zero: lowest compared OMol25 entry of this formula, charge and spin)   0.000 eV
E_LUMO   0.0141 Ha
Spin multiplicity   1

[2]
Computed, not measured: a cluster of 2 separate species, C14H21N7O5 in total at a distorted geometry, with ωB97M-V with the def2-TZVPD basis set.

```
47
Properties=species:S:1:pos:R:3:lowdin_charge:R:1
C -4.192 -5.068 -2.806 -0.05
N -3.267 -3.978 -2.495 0.02
C -2.922 -3.622 -1.251 -0.48
O -3.396 -4.175 -0.265 0.06
C -1.981 -2.409 -1.107 -0.19
C -1.602 -2.029 0.340 -0.05
C -0.628 -0.868 0.364 -0.55
N -1.067 0.310 0.745 0.22
O 0.520 -0.999 -0.016 0.04
N -2.438 -1.223 -1.851 0.11
C -3.627 -0.614 -1.840 -0.55
C -4.788 -1.147 -1.022 0.02
O -3.786 0.397 -2.503 0.04
H -4.531 -4.998 -3.840 0.09
H -5.058 -5.018 -2.143 0.09
H -3.695 -6.028 -2.653 0.09
H -2.880 -3.449 -3.262 0.14
H -1.050 -2.724 -1.580 0.16
H -2.489 -1.781 0.917 0.11
H -1.121 -2.882 0.819 0.14
H -2.024 0.439 1.007 0.11
H -0.434 1.101 0.663 0.07
H -1.747 -0.750 -2.414 0.16
H -5.580 -0.399 -1.011 0.09
H -4.480 -1.348 -0.001 0.07
H -5.169 -2.057 -1.478 0.08
C 1.680 5.159 2.045 -0.01
N 2.859 4.287 1.946 -0.05
C 4.133 4.538 2.443 -0.11
N 4.947 3.542 2.184 0.13
C 4.189 2.615 1.492 -0.21
C 2.914 3.050 1.332 -0.09
C 1.990 2.186 0.636 -0.38
O 0.808 2.471 0.520 0.04
N 2.434 1.020 0.101 0.23
C 3.688 0.582 0.388 -0.47
O 3.966 -0.548 0.028 0.08
N 4.618 1.383 1.024 0.02
C 5.963 0.886 1.314 -0.01
H 0.819 4.589 2.408 0.09
H 1.437 5.573 1.061 0.10
H 1.863 5.985 2.739 0.09
H 4.418 5.440 2.977 0.13
H 1.752 0.300 -0.123 0.11
H 6.372 0.354 0.449 0.09
H 5.935 0.200 2.167 0.10
H 6.649 1.705 1.552 0.08
```

Properties
Kohn-Sham gap   9.096 eV
E_LUMO   0.0226 Ha
Spin multiplicity   1

[3]
Computed, not measured: a structure of composition C14H21O13Pd2 at a distorted geometry, with ωB97M-V with the def2-TZVPD basis set.

```
50
Properties=species:S:1:pos:R:3:lowdin_charge:R:1
Pd 14.914 -17.209 11.165 0.88
Pd 18.069 -18.322 12.769 0.91
C 17.669 -14.764 10.649 -0.02
C 17.193 -15.170 12.067 -0.29
O 16.921 -16.538 12.075 -0.20
H 16.828 -14.840 9.955 0.07
H 18.440 -15.346 10.143 0.09
H 17.971 -13.719 10.578 0.09
H 16.300 -14.596 12.340 0.11
H 17.869 -14.887 12.879 0.12
C 22.412 -14.674 12.252 -0.05
C 22.029 -15.327 10.952 -0.10
O 21.551 -16.571 11.409 0.11
C 20.906 -16.327 12.517 -0.57
O 20.057 -17.060 13.030 0.03
O 21.344 -15.209 13.070 0.10
H 22.385 -13.588 12.232 0.15
H 23.346 -15.052 12.667 0.15
H 22.872 -15.412 10.269 0.16
H 21.165 -14.861 10.473 0.13
C 12.422 -12.372 9.776 -0.09
C 11.563 -13.528 9.242 -0.02
O 12.239 -14.690 9.816 0.11
C 13.222 -14.314 10.588 -0.55
O 13.919 -15.104 11.233 0.02
O 13.230 -13.003 10.765 0.09
H 11.709 -11.671 10.205 0.15
H 13.055 -11.962 8.993 0.12
H 11.699 -13.696 8.175 0.14
H 10.507 -13.559 9.493 0.15
C 16.112 -10.103 9.992 -0.08
C 14.616 -9.910 10.258 -0.01
O 14.688 -8.460 10.478 0.18
C 15.897 -8.091 10.694 -0.40
O 16.238 -6.913 10.984 0.50
O 16.756 -9.106 10.730 0.16
H 16.369 -9.933 8.944 0.16
H 16.467 -11.091 10.279 0.14
H 14.219 -10.311 11.189 0.12
H 13.964 -10.063 9.404 0.13
C 16.428 -12.805 15.679 -0.11
C 15.137 -13.531 15.347 -0.09
O 14.605 -12.758 14.287 0.10
C 15.398 -11.811 13.922 -0.56
O 15.277 -11.085 12.958 0.12
O 16.454 -11.702 14.790 0.08
H 17.285 -13.453 15.469 0.12
H 16.562 -12.521 16.721 0.15
H 14.437 -13.484 16.180 0.15
H 15.346 -14.570 15.098 0.13
```

Properties
Kohn-Sham gap (spin up / spin down)   8.317 / 5.116 eV
<S²>   6.0155
E_LUMO (spin up / spin down)   -0.3604 / -0.4781 Ha
Net charge   +3
Spin multiplicity   5

[4]
Computed, not measured: a structure of composition C14H22AgF4Li2O12PS2 at a distorted geometry, with ωB97M-V with the def2-TZVPD basis set.

```
58
Properties=species:S:1:pos:R:3:lowdin_charge:R:1
Li 19.319 5.014 2.116 0.86
Li 18.993 10.014 -1.623 0.74
Ag 17.083 8.826 4.115 0.96
O 19.348 6.541 0.919 -0.38
P 18.936 7.991 0.959 0.34
O 18.478 8.767 -0.269 -0.36
F 20.196 8.790 1.590 -0.11
F 17.833 8.200 2.056 -0.17
C 20.570 4.340 -1.641 -0.24
C 19.170 4.978 -1.839 -0.18
C 19.388 6.277 -2.741 -0.17
S 21.277 6.493 -2.866 0.70
O 21.827 7.830 -2.626 -0.36
O 21.800 5.905 -4.059 -0.28
C 21.543 5.449 -1.365 -0.22
H 20.828 3.575 -2.374 0.13
H 20.470 3.729 -0.744 0.10
H 18.793 5.352 -0.887 0.06
H 18.485 4.299 -2.347 0.12
H 18.833 7.089 -2.269 0.05
H 18.927 6.244 -3.728 0.10
H 21.162 6.128 -0.602 0.06
H 22.554 5.212 -1.033 0.12
C 15.979 13.221 -2.105 -0.21
C 17.227 14.079 -2.368 -0.19
C 17.999 14.332 -1.023 -0.15
S 17.772 12.691 -0.134 0.75
O 17.782 12.882 1.302 -0.33
O 18.629 11.686 -0.796 -0.45
C 15.981 12.613 -0.728 -0.21
H 15.932 12.381 -2.798 0.12
H 15.088 13.842 -2.014 0.13
H 17.063 15.005 -2.918 0.13
H 17.809 13.424 -3.016 0.10
H 17.366 15.076 -0.538 0.11
H 19.058 14.590 -0.997 0.11
H 15.456 13.243 -0.010 0.11
H 15.523 11.637 -0.570 0.10
C 15.570 8.123 -1.772 -0.10
C 14.043 8.154 -1.801 -0.35
O 13.699 7.050 -2.453 0.22
C 14.625 6.198 -2.664 -0.46
O 14.521 5.165 -3.304 0.19
O 15.858 6.919 -2.434 0.03
F 13.595 9.279 -2.420 0.07
H 16.026 8.255 -0.791 0.10
H 15.919 8.946 -2.397 0.13
H 13.732 8.387 -0.783 0.17
C 23.064 8.429 1.167 -0.07
C 23.679 8.827 2.496 -0.35
O 25.050 8.462 2.491 0.15
C 25.323 7.898 1.248 -0.45
O 26.343 7.341 0.796 0.14
O 24.228 7.984 0.483 0.07
F 23.090 8.154 3.460 0.09
H 22.552 9.149 0.529 0.13
H 22.330 7.651 1.375 0.11
H 23.494 9.886 2.676 0.17
```

Properties
Kohn-Sham gap   5.244 eV
E_LUMO   -0.3431 Ha
Net charge   +2
Spin multiplicity   1

[5]
Computed, not measured: a structure of composition C14H22AlBNO2 at a distorted geometry, with ωB97M-V with the def2-TZVPD basis set.

```
41
Properties=species:S:1:pos:R:3:lowdin_charge:R:1
C -1.836 -1.732 0.237 -0.14
C -1.189 -1.958 -1.039 -0.17
C -1.325 -0.716 -1.811 -0.16
C -2.246 0.121 -1.082 -0.13
C -2.564 -0.508 0.135 -0.13
Al 0.159 -0.656 -0.306 0.17
C 2.058 -1.287 -0.964 -0.22
C 1.729 -1.795 0.309 -0.41
C 2.126 -2.601 1.291 -0.11
N 0.553 0.744 0.752 0.18
H -1.039 -0.609 -2.855 0.11
H -0.788 -2.902 -1.405 0.12
H -2.707 1.026 -1.475 0.10
H -3.321 -0.173 0.843 0.09
H -1.952 -2.492 1.008 0.11
H 2.026 -1.917 -1.864 0.01
H 1.093 0.496 1.579 0.09
H 2.758 -0.443 -1.052 0.02
H 3.069 -3.154 1.231 0.00
H 1.519 -2.763 2.188 0.01
C 2.088 4.661 -0.590 -0.02
C 1.115 4.305 0.537 -0.47
C 1.307 5.312 1.658 -0.03
O 1.433 3.001 1.055 0.12
B 0.543 2.108 0.446 -0.80
O -0.397 2.723 -0.403 0.11
C -0.383 4.109 -0.006 -0.47
C -1.413 4.311 1.113 -0.02
C -0.777 4.975 -1.185 -0.02
H 1.976 5.714 -0.877 0.08
H 1.930 4.038 -1.480 0.10
H 3.119 4.517 -0.245 0.09
H 2.356 5.304 1.980 0.09
H 1.073 6.326 1.315 0.09
H 0.682 5.079 2.526 0.08
H -1.442 5.360 1.433 0.08
H -2.411 4.043 0.742 0.09
H -1.195 3.682 1.990 0.10
H -0.098 4.845 -2.034 0.08
H -1.793 4.720 -1.510 0.09
H -0.778 6.034 -0.897 0.09
```

Properties
Kohn-Sham gap   3.972 eV
E_LUMO   0.1015 Ha
Net charge   -1
Spin multiplicity   1

> Number 1 is which compound?

C14H21N3O6

> Which value of spin multiplicity does entry 5 give?

1